(1)
The following is a quantum chemistry calculation of a 3-piece molecular cluster, C2H12N2O2 overall, from OMol25.

* SMILES: CNCN.O.O
* HOMO: -9.9 eV
* total charge: 0
* HOMO-LUMO gap: 10.6 eV
* relative energy (zero: lowest compared OMol25 entry of this formula, charge and spin): 174.32 kJ/mol

Bonds (Å) are listed after each position.
Positions of all 18 atoms, in Å:
1 O -2.319 2.825 2.272  H7 0.922, H13 0.922
2 O 2.857 -2.918 -0.063  H11 0.987, H18 0.947
3 N 1.022 -0.580 0.413  C5 1.473, H9 1.040, H16 1.089
4 N -1.089 0.219 -0.630  C5 1.487, C6 1.428, H12 1.135
5 C -0.051 -0.843 -0.562  N3 1.473, N4 1.487, H8 1.182, H15 1.073
6 C -0.646 1.239 -1.526  N4 1.428, H10 1.028, H14 1.109, H17 1.135
7 H -1.732 2.370 1.724  O1 0.922
8 H 0.510 -0.928 -1.599  C5 1.182
9 H 1.392 0.360 0.167  N3 1.040
10 H 0.072 1.877 -1.158  C6 1.028
11 H 2.147 -2.367 -0.472  O2 0.987
12 H -1.907 -0.249 -1.263  N4 1.135
13 H -2.206 2.500 3.128  O1 0.922
14 H -0.120 0.769 -2.381  C6 1.109
15 H -0.462 -1.819 -0.388  C5 1.073
16 H 0.570 -0.546 1.403  N3 1.089
17 H -1.360 1.982 -2.002  C6 1.135
18 H 3.448 -3.060 -0.790  O2 0.947

(2)
The following is a quantum chemistry calculation of a 3-piece molecular cluster, C2H12N2O2 overall, from OMol25.

* SMILES: NCCN.O.O
* HOMO: -9.6 eV
* total charge: 0
* HOMO-LUMO gap: 10.4 eV
* relative energy (zero: lowest compared OMol25 entry of this formula, charge and spin): 175.90 kJ/mol

Bonds (Å) are listed after each position.
Positions of all 18 atoms, in Å:
1 O 0.467 -1.303 1.909  H8 0.995, H12 0.909
2 O 1.329 0.302 5.608  H11 0.918, H15 1.005
3 N -1.857 -0.609 -1.147  C5 1.489, H7 1.058, H10 1.032
4 N 1.178 0.891 -2.951  C6 1.511, H14 1.026, H17 0.946
5 C -0.821 -0.451 -2.204  N3 1.489, C6 1.577, H9 1.095, H18 1.087
6 C 0.301 0.564 -1.763  N4 1.511, C5 1.577, H13 1.100, H16 1.095
7 H -2.787 -0.349 -1.579  N3 1.058
8 H -0.410 -1.473 1.473  O1 0.995
9 H -1.160 -0.111 -3.188  C5 1.095
10 H -1.871 0.258 -0.587  N3 1.032
11 H 0.844 -0.244 6.165  O2 0.918
12 H 0.367 -0.858 2.696  O1 0.909
13 H -0.291 1.476 -1.599  C6 1.100
14 H 1.609 1.803 -2.762  N4 1.026
15 H 0.955 1.228 5.720  O2 1.005
16 H 0.753 0.104 -0.878  C6 1.095
17 H 1.803 0.228 -2.692  N4 0.946
18 H -0.408 -1.457 -2.220  C5 1.087

(3)
The following is a quantum chemistry calculation of a 3-piece molecular cluster, C2H12N2O2 overall, from OMol25.

* SMILES: NCCN.O.O
* HOMO: -9.4 eV
* total charge: 0
* HOMO-LUMO gap: 10.3 eV
* relative energy (zero: lowest compared OMol25 entry of this formula, charge and spin): 140.60 kJ/mol

Bonds (Å) are listed after each position.
Positions of all 18 atoms, in Å:
1 O -7.055 0.017 0.440  H7 0.972, H13 0.969
2 O 1.620 -1.134 -5.810  H10 0.972, H17 0.966
3 N 2.524 -1.071 1.652  C5 1.512, H9 1.023, H14 1.061
4 N 1.040 1.530 0.540  C6 1.456, H8 1.021, H11 1.011
5 C 1.416 -0.286 2.318  N3 1.512, C6 1.495, H12 1.102, H18 1.078
6 C 1.461 1.142 1.878  N4 1.456, C5 1.495, H15 1.180, H16 1.090
7 H -6.493 0.699 0.035  O1 0.972
8 H 0.808 0.638 0.101  N4 1.021
9 H 2.606 -0.879 0.650  N3 1.023
10 H 0.783 -1.535 -5.521  O2 0.972
11 H 0.110 1.923 0.479  N4 1.011
12 H 1.596 -0.371 3.402  C5 1.102
13 H -6.780 0.037 1.369  O1 0.969
14 H 3.427 -0.692 2.059  N3 1.061
15 H 0.666 1.782 2.470  C6 1.180
16 H 2.431 1.559 2.149  C6 1.090
17 H 1.737 -1.622 -6.636  O2 0.966
18 H 0.467 -0.746 2.093  C5 1.078

Q: Look up the HOMO-LUMO gap of the second one.
A: 10.4 eV

Q: Among the records above, which one has the highest HOMO?
A: number 3

Q: HOMO-LUMO gap of number 1 (C2H12N2O2)?
A: 10.6 eV